This record from the Open Molecules 2025 dataset describes 2 unconnected molecules or ions with the total composition C2H9N3S2 at a distorted geometry. The level of theory is wB97M-V/def2-TZVPD.

Each line ends with the Mulliken charge.
Element x y z (Å)
H -1.432 0.826 -0.405  0.255
N -1.984 -1.473 1.561  -0.659
H -3.516 1.251 0.699  0.241
H 1.926 0.654 -2.474  0.295
C 1.278 1.360 -1.972  -0.767
H -0.892 -0.743 -0.415  0.224
H 0.243 1.267 -2.281  0.272
H 1.632 2.362 -2.175  0.305
N -3.400 0.348 1.185  -0.540
S 1.675 1.012 -0.210  -0.065
H 1.321 -1.557 0.464  0.166
S 2.271 -0.958 -0.288  -0.220
H -3.475 0.500 2.189  0.223
H -2.746 -1.740 2.218  0.211
N -1.731 -0.160 -0.337  -0.507
C -2.344 -0.475 0.854  0.566

## Properties
HOMO energy   -9.00 eV
DFT total energy   -28360.8544 eV
2S+1   1
M   139.2 g/mol
Kohn-Sham gap   9.40 eV
Structure (SMILES)   N=C(N)N.CSS
Relative energy (zero: lowest compared OMol25 entry of this formula, charge and spin)   26.97 kJ/mol
Max |F|   1.80 eV/A

This record from the Open Molecules 2025 dataset describes 4 unconnected molecules or ions with the total composition C12H32BF6N3O5S at a distorted geometry. The level of theory is wB97M-V/def2-TZVPD.

Each line ends with the Mulliken charge.
Element x y z (Å)
H -5.632 1.711 1.188  0.396
O 2.918 0.299 -2.157  -0.573
H 1.855 -2.029 0.145  0.200
O 4.874 0.371 -0.905  -0.672
H -2.454 0.121 1.487  0.485
H -3.705 -0.821 0.668  0.335
H 1.734 -2.291 -1.516  0.235
N 2.171 -1.759 -0.772  -0.459
H 6.729 -1.720 -1.204  0.304
H -4.808 -1.644 2.546  0.394
C -5.780 0.819 1.796  -0.503
C 2.300 2.289 0.604  -0.608
O -5.875 -0.564 -0.169  -0.480
C 0.262 2.310 1.842  -0.721
C -0.216 4.191 -0.818  -0.698
H -1.439 2.620 0.553  0.188
H -4.478 1.760 3.890  0.406
H -2.840 1.265 3.390  0.372
H 5.530 -4.428 -1.249  0.532
H 5.852 -3.369 -2.567  0.296
F 1.893 -3.443 -6.091  -0.375
O 1.023 1.700 0.834  -0.231
H 0.223 3.239 -1.123  0.300
N -4.397 0.408 2.261  0.036
C 5.436 -3.397 -1.570  -0.742
H 5.823 -2.164 0.235  0.309
H 2.985 2.032 1.417  0.340
H 2.683 1.872 -0.322  0.069
H 0.400 4.998 -1.208  0.265
H -3.764 2.412 2.384  0.400
H 7.198 -3.153 -0.378  0.398
S 4.053 -0.411 -1.746  1.275
C -3.830 1.550 3.043  -0.898
F 3.543 -3.487 -4.479  -0.402
F 3.673 -2.001 -6.235  -0.385
O -0.259 4.323 0.597  -0.436
H -1.224 4.283 -1.240  0.306
H -3.581 0.940 0.375  0.372
B 2.797 -2.656 -5.365  0.521
H -1.446 3.575 2.055  0.274
H -6.757 -1.106 1.621  0.372
F 4.921 -0.867 -2.921  -0.190
C -0.808 3.197 1.242  -0.067
F 3.284 -4.109 -0.940  -0.400
C 6.332 -2.554 -0.635  -1.185
H -5.133 -0.601 3.960  0.352
H 3.597 -3.027 -2.591  0.413
C 3.946 -3.072 -1.561  0.292
C -6.565 -0.213 1.018  -0.580
H 2.239 3.375 0.505  0.334
H -0.226 1.500 2.409  0.342
H -6.364 -1.269 -0.611  0.309
H -7.531 0.228 0.758  0.393
H -3.455 -1.004 3.501  0.410
H -6.334 1.088 2.695  0.375
N 3.578 -1.828 -0.825  0.013
C -3.472 0.142 1.101  -0.984
F 2.089 -1.707 -4.595  -0.408
H 0.889 2.875 2.538  0.343
C -4.457 -0.800 3.132  -0.959

## Properties
HOMO energy   -9.12 eV
DFT total energy   -55487.7796 eV
2S+1   1
M   455.3 g/mol
Kohn-Sham gap   7.78 eV
Max |F|   2.99 eV/A

This record from the Open Molecules 2025 dataset describes 3 unconnected molecules or ions with the total composition C5H16N2O2 at a distorted geometry. The level of theory is wB97M-V/def2-TZVPD.

Each line ends with the Mulliken charge.
Element x y z (Å)
O 0.944 1.229 2.189  -0.570
C 1.128 0.165 -2.352  -1.479
N -0.601 -1.115 1.108  -0.184
H 2.141 0.575 -2.258  0.374
C -0.937 -1.536 2.241  -0.363
N -0.239 2.073 -1.758  -0.617
H -1.859 0.090 -1.783  0.408
H -1.954 -1.544 2.668  0.254
H -0.720 -1.180 -1.579  0.272
H -1.211 2.310 -1.614  0.255
H -0.218 -1.894 2.966  0.270
H 1.807 -1.129 2.692  0.316
C -1.566 -0.464 0.268  -0.667
H 0.911 0.530 -3.365  0.377
H -1.894 0.506 0.684  0.337
H -0.068 2.139 -2.752  0.259
H 1.321 1.370 1.320  0.322
H -2.556 -0.943 0.168  0.505
C 0.121 0.742 -1.270  1.486
H 0.675 0.718 -0.344  -0.691
C -1.045 -0.241 -1.144  -1.192
H 1.096 -0.919 -2.328  0.382
H 1.089 2.102 2.562  0.276
O 2.018 -1.969 2.257  -0.695
H 1.616 -1.614 1.426  0.364

## Properties
HOMO energy   -9.29 eV
DFT total energy   -12518.2830 eV
2S+1   1
M   136.2 g/mol
Kohn-Sham gap   9.99 eV
Structure (SMILES)   C=NCC[C@@H](C)N.O.O
Relative energy (zero: lowest compared OMol25 entry of this formula, charge and spin)   205.10 kJ/mol
Max |F|   2.78 eV/A

This record from the Open Molecules 2025 dataset describes a molecular structure, C17H17AsN6O3Pt. The level of theory is wB97M-V/def2-TZVPD.

Each line ends with the Mulliken charge.
Element x y z (Å)
C -3.709 -2.914 1.353  -0.301
C 4.373 -1.069 0.169  0.592
H -4.495 -3.657 1.360  0.438
H 1.245 -0.007 -2.449  0.224
O -4.129 0.951 -0.326  -0.637
C -2.889 -0.766 0.759  0.318
H 2.564 -0.961 -1.731  -0.012
N 5.227 -0.450 -0.307  -0.583
H 1.991 5.440 -0.775  0.433
N -1.697 -1.044 1.318  -0.080
H 2.263 -4.138 -2.945  0.375
C -3.920 -1.677 0.761  -0.503
C -2.481 -3.191 1.927  -0.724
H 0.992 -4.821 -1.896  0.343
C 1.655 -3.972 -2.057  -1.048
H 3.568 3.622 -0.091  0.453
H -0.499 -2.388 2.293  0.412
As 0.582 -2.389 -2.230  0.456
C 0.273 4.156 -0.648  -0.517
N 1.345 -0.738 1.448  -0.652
C 2.331 -1.226 1.052  0.582
C -1.486 -2.230 1.883  0.069
H -1.122 -3.414 -3.725  0.346
Pt -0.294 0.310 0.790  0.675
H 0.217 -2.763 -4.707  0.382
H -0.464 4.882 -0.964  0.492
H -1.007 -1.668 -4.009  0.337
C -3.060 0.599 0.106  0.266
C -0.156 2.886 -0.336  0.347
C 1.809 -0.937 -2.515  -0.670
H 2.654 1.383 0.443  0.201
C 2.504 3.449 -0.164  -0.800
N -1.863 1.278 0.084  -0.056
H 2.293 -1.010 -3.488  0.433
C 2.006 2.193 0.140  0.147
C -0.433 -2.580 -3.852  -1.115
O -0.380 -2.132 -0.919  -0.335
C -1.635 2.523 -0.443  0.295
O -2.414 3.285 -0.960  -0.641
H -2.277 -4.142 2.396  0.400
N 0.702 1.924 0.065  -0.192
H 2.298 -3.844 -1.187  0.299
C 1.627 4.446 -0.550  -0.241
H -4.854 -1.397 0.296  0.478
N 3.395 -1.818 0.666  -0.687

## Properties
HOMO energy   -8.51 eV
DFT total energy   -97073.8746 eV
2S+1   1
M   623.4 g/mol
Kohn-Sham gap   7.98 eV
Relative energy (zero: lowest compared OMol25 entry of this formula, charge and spin)   0.00 kJ/mol
Max |F|   0.40 eV/A

- Among the records above, which one has the lowest Kohn-Sham gap?
  C12H32BF6N3O5S

- What is the max |F| in the first record?
  1.80 eV/A

- Kohn-Sham gap of number 1 (C2H9N3S2)?
  9.40 eV

- Which formula does entry 4 have?
  C17H17AsN6O3Pt